14 unconnected molecules or ions with the total composition C5H40N2O14 at a distorted geometry. Source: OMol25; level of theory: the ωB97M-V functional and the def2-TZVPD basis.

Last column: Löwdin charge in e.
Positions of all 61 atoms, in Å:
C 1.207 0.269 -0.089  -0.059
C 0.269 -0.871 -0.451  -0.297
C -0.747 -0.437 -1.608  -0.332
C -0.347 0.665 -2.533  -0.029
O -1.986 -0.036 -0.967  -0.090
N 1.061 -1.985 -0.987  -0.006
C 1.208 -3.088 -0.004  -0.282
N 0.039 -3.901 0.013  0.033
H 1.483 0.719 -1.037  0.044
H 2.058 -0.034 0.520  0.065
H 0.969 1.177 0.487  0.068
H -0.406 -1.107 0.375  0.128
H -0.951 -1.367 -2.134  0.076
H 0.683 0.504 -2.859  0.067
H -0.990 0.782 -3.402  0.101
H -0.223 1.656 -2.095  0.066
H -1.960 0.928 -0.850  0.054
H 1.988 -1.620 -1.179  0.088
H 2.100 -3.676 -0.221  0.118
H 1.386 -2.772 1.032  0.119
H -0.185 -4.693 -0.552  0.077
H -0.739 -3.640 0.591  0.046
H 4.550 0.885 0.200  0.025
H 4.724 0.577 -1.388  0.032
O 4.277 0.368 -0.559  -0.065
H -4.132 -0.086 -0.171  0.025
H -4.201 -1.376 0.303  0.005
O -4.621 -0.514 0.550  -0.082
H -3.641 0.956 2.082  0.075
H -2.262 0.737 1.508  0.049
O -2.707 0.964 2.340  -0.047
H 2.483 1.883 1.742  0.004
H 2.986 3.294 1.820  0.055
O 3.014 2.517 1.244  -0.044
H -1.673 -2.402 -3.317  0.023
H -0.560 -3.073 -2.547  0.000
O -0.956 -3.037 -3.433  -0.063
H -2.268 -2.646 0.281  0.014
H -2.658 -2.083 -1.094  0.034
O -3.020 -2.464 -0.292  -0.035
H -1.929 -1.596 3.009  0.025
H -2.963 -1.248 1.923  -0.008
O -2.620 -1.967 2.473  -0.038
H 1.303 0.342 2.418  -0.024
H 1.656 0.378 3.907  0.027
O 1.724 -0.159 3.118  -0.048
H 3.160 -0.862 -3.032  0.046
H 2.640 0.512 -2.672  -0.018
O 3.283 0.073 -3.231  -0.045
H -0.650 3.942 2.073  0.060
H -0.629 2.409 2.553  0.006
O -0.456 3.036 1.813  -0.072
H 2.608 3.144 -2.748  0.030
H 2.594 3.665 -1.178  0.031
O 2.119 3.425 -1.982  -0.045
H -1.519 0.965 3.502  0.019
H -0.418 1.163 4.665  0.070
O -0.571 1.102 3.722  -0.070
H -1.463 3.156 0.231  0.005
H -1.264 3.524 -1.230  0.050
O -1.858 3.020 -0.656  -0.063

Output
**LUMO energy**: -0.23 eV
**Energy above the lowest of the compared OMol25 structures with the same formula, charge and spin**: 4.682 eV
**M**: 352.38 g mol⁻¹
**Frontier orbital gap**: 9.114 eV
**E**: -1377.3179 a.u.